{"formula": "C42H90N3O15PS", "method": "ωB97M-V/def2-TZVPD", "symbols": ["C", "C", "P", "C", "C", "O", "S", "O", "O", "C", "C", "N", "N", "N", "H", "H", "H", "H", "H", "H", "H", "H", "H", "H", "H", "H", "H", "H", "H", "H", "H", "H", "C", "C", "O", "C", "H", "H", "H", "H", "H", "H", "C", "C", "O", "C", "H", "H", "H", "H", "H", "H", "C", "C", "O", "C", "H", "H", "H", "H", "H", "H", "C", "C", "O", "C", "H", "H", "H", "H", "H", "H", "C", "C", "O", "C", "H", "H", "H", "H", "H", "H", "C", "C", "O", "C", "H", "H", "H", "H", "H", "H", "C", "C", "O", "C", "H", "H", "H", "H", "H", "H", "C", "C", "O", "C", "H", "H", "H", "H", "H", "H", "C", "C", "O", "C", "H", "H", "H", "H", "H", "H", "C", "C", "O", "C", "H", "H", "H", "H", "H", "H", "C", "C", "O", "C", "H", "H", "H", "H", "H", "H", "C", "C", "O", "C", "H", "H", "H", "H", "H", "H"], "coordinates": [[-0.64110, 3.98925, 4.25275], [-1.62094, 2.83374, 3.98384], [-1.45110, 2.17283, 2.28142], [-2.51352, 0.68097, 2.18404], [-1.80574, -0.39752, 3.01593], [-2.01486, 3.33977, 1.15975], [-3.24118, 4.28814, 1.69235], [-3.24278, 5.41071, 0.80060], [-4.51664, 3.34586, 1.22401], [-5.65600, 3.66789, 2.04265], [-6.34006, 2.42677, 2.64976], [-5.95204, 2.26214, 4.04741], [-7.80772, 2.61570, 2.60562], [-6.06084, 1.21201, 1.90550], [0.18792, 3.94326, 3.55408], [-1.13268, 4.95117, 4.17179], [-0.28279, 3.88137, 5.27074], [-1.41098, 2.00678, 4.65257], [-2.62717, 3.15564, 4.24523], [-3.49501, 0.89064, 2.59815], [-2.63650, 0.35713, 1.15900], [-1.65904, -0.06225, 4.03554], [-0.81164, -0.55951, 2.60137], [-2.39438, -1.30492, 2.97832], [-6.36070, 4.21720, 1.43297], [-5.34362, 4.32667, 2.85445], [-5.72986, 3.15037, 4.47952], [-6.70131, 1.80738, 4.55382], [-8.08266, 2.89407, 1.66976], [-7.98730, 3.39384, 3.23336], [-6.89048, 0.63344, 1.98504], [-5.35435, 0.68539, 2.40183], [1.73968, -2.93010, 0.91196], [2.27627, -1.80032, 1.75164], [1.66676, -0.76632, 1.90084], [3.62004, -2.01840, 2.40674], [0.77375, -2.64301, 0.50088], [2.42506, -3.14856, 0.09297], [1.61746, -3.82491, 1.51593], [4.38130, -2.19833, 1.64613], [3.57358, -2.87958, 3.07510], [3.89122, -1.13506, 2.98034], [2.81333, 6.26333, 0.74953], [1.43901, 5.79589, 1.15886], [1.24787, 5.24031, 2.21771], [0.31023, 6.04999, 0.19157], [3.53090, 6.01922, 1.52614], [3.11591, 5.77434, -0.17838], [2.81293, 7.34377, 0.60046], [0.50778, 5.54161, -0.75429], [0.21149, 7.12329, 0.01375], [-0.62247, 5.67686, 0.60160], [2.84933, -8.06584, -0.06178], [1.77844, -7.05567, 0.26392], [2.06012, -5.93792, 0.64082], [0.34844, -7.49550, 0.09690], [3.82807, -7.62436, 0.09650], [2.74568, -8.94093, 0.58170], [2.76903, -8.37769, -1.10334], [0.14039, -8.34729, 0.74657], [0.16061, -7.77581, -0.93975], [-0.31419, -6.67479, 0.36428], [6.50034, 9.68375, 0.27635], [6.07144, 8.29176, -0.12974], [5.53308, 7.54902, 0.65890], [6.34276, 7.87367, -1.55155], [6.24685, 9.85401, 1.32036], [7.57828, 9.79396, 0.14889], [5.99076, 10.42632, -0.34012], [7.41585, 7.90424, -1.75032], [5.83032, 8.54731, -2.24151], [5.97969, 6.86566, -1.71474], [-5.29693, -3.38778, 1.25865], [-6.64310, -2.70622, 1.25419], [-6.78520, -1.59063, 1.69440], [-7.80198, -3.47940, 0.67396], [-4.55657, -2.72451, 1.69948], [-5.34501, -4.30801, 1.84303], [-4.99648, -3.62826, 0.23780], [-7.95300, -4.40323, 1.23452], [-7.60275, -3.72390, -0.37046], [-8.70473, -2.87643, 0.73181], [0.30485, 7.63087, -3.31683], [1.80694, 7.75943, -3.27267], [2.52986, 6.85070, -3.60650], [2.36816, 9.07506, -2.78912], [0.04016, 6.63954, -3.67638], [-0.10976, 7.76741, -2.31744], [-0.12216, 8.37650, -3.98953], [2.03433, 9.27098, -1.76856], [2.03266, 9.88653, -3.43695], [3.45454, 9.03168, -2.80595], [-2.01073, -7.19879, -4.32365], [-2.30335, -8.00567, -3.08200], [-1.41842, -8.33877, -2.32613], [-3.74120, -8.37703, -2.82544], [-0.94335, -7.00110, -4.38722], [-2.32420, -7.75167, -5.21045], [-2.54725, -6.24962, -4.28687], [-4.12526, -8.97953, -3.64982], [-4.34795, -7.47548, -2.72856], [-3.81573, -8.95062, -1.90794], [-5.23808, -12.29753, -2.37958], [-6.31266, -11.28231, -2.07348], [-6.03753, -10.16606, -1.70097], [-7.74413, -11.72461, -2.25393], [-4.25967, -11.85420, -2.20960], [-5.35092, -13.16842, -1.73237], [-5.30969, -12.61576, -3.42089], [-7.95850, -12.57230, -1.60146], [-7.91718, -12.01941, -3.29009], [-8.41139, -10.90434, -2.00162], [6.64598, -8.61137, 1.28993], [6.74260, -8.79918, -0.20507], [5.78344, -9.12312, -0.86440], [8.09218, -8.56228, -0.83787], [5.62837, -8.81117, 1.61643], [7.32424, -9.29880, 1.79768], [6.91051, -7.58690, 1.55643], [8.82870, -9.24784, -0.41594], [8.41518, -7.53593, -0.65705], [8.02375, -8.72962, -1.90980], [6.82393, 3.17306, -3.65036], [5.70302, 4.15803, -3.43486], [5.91071, 5.27877, -3.02773], [4.30383, 3.69177, -3.74899], [7.77129, 3.63648, -3.38572], [6.67511, 2.29191, -3.02563], [6.85935, 2.86533, -4.69579], [4.04834, 2.83231, -3.12662], [4.23368, 3.40533, -4.79965], [3.60034, 4.49862, -3.55368], [10.31407, 3.11138, -5.83192], [10.18379, 1.63332, -5.55228], [9.25441, 1.18814, -4.92194], [11.26918, 0.73658, -6.09689], [9.47463, 3.64106, -5.38834], [11.24194, 3.49289, -5.40312], [10.31893, 3.28956, -6.90837], [12.23557, 1.02246, -5.67881], [11.31223, 0.81905, -7.18400], [11.05613, -0.29465, -5.82686], [-8.17474, 6.35473, 6.65449], [-8.90326, 5.49962, 5.64810], [-8.49681, 5.37290, 4.51596], [-10.16058, 4.80950, 6.11492], [-7.29316, 6.79022, 6.19061], [-8.82606, 7.15672, 7.00478], [-7.86651, 5.74738, 7.50689], [-10.89266, 5.54888, 6.44297], [-9.93265, 4.13987, 6.94559], [-10.58188, 4.23023, 5.29695]], "forces_ev_per_angstrom": [[-0.2, -0.7, 0.0], [-0.9, 0.7, -0.1], [2.3, -0.7, -0.9], [-0.6, 0.6, 0.9], [0.2, 0.5, -0.6], [-1.4, 0.1, 1.1], [0.0, -0.6, -0.4], [0.1, 0.7, -0.4], [0.6, 0.1, 0.7], [0.4, -0.4, -0.1], [-0.7, -0.6, 0.0], [0.5, 0.3, -0.2], [0.5, 0.2, 0.3], [-0.4, 0.1, 0.1], [0.1, 0.2, 0.2], [0.0, 0.2, -0.2], [0.2, 0.2, 0.2], [0.2, -0.4, -0.1], [-0.3, -0.1, 0.0], [-0.2, -0.1, 0.0], [0.1, 0.1, -0.3], [-0.2, -0.2, 0.3], [0.1, -0.3, 0.0], [0.0, -0.3, 0.2], [-0.1, 0.1, -0.2], [0.0, 0.2, 0.1], [-0.2, 0.0, 0.2], [0.0, 0.0, 0.0], [-0.1, 0.0, 0.0], [-0.4, 0.1, -0.2], [0.0, 0.0, -0.2], [0.2, 0.1, -0.2], [-0.2, 0.4, 0.1], [-0.1, 0.0, -0.1], [0.0, 0.0, 0.1], [0.0, 0.2, 0.1], [0.0, 0.0, 0.0], [0.1, -0.2, 0.1], [0.1, -0.1, -0.1], [0.0, -0.1, 0.0], [0.1, -0.1, -0.1], [0.0, 0.0, 0.0], [-0.1, -0.2, 0.2], [0.1, 0.0, 0.0], [0.1, 0.2, -0.2], [-0.1, -0.1, 0.2], [0.0, 0.0, 0.0], [0.0, 0.1, -0.1], [0.0, 0.0, -0.1], [0.1, 0.1, -0.1], [0.1, 0.0, -0.1], [-0.1, 0.0, 0.0], [0.0, 0.3, 0.1], [0.0, 0.0, 0.1], [0.0, -0.1, 0.0], [0.1, 0.3, 0.1], [0.0, 0.0, 0.0], [-0.1, -0.1, -0.1], [0.0, -0.1, 0.0], [0.0, -0.1, -0.1], [0.0, -0.2, 0.1], [0.0, 0.0, 0.0], [-0.1, -0.1, 0.2], [0.0, 0.0, 0.0], [0.1, 0.1, 0.0], [-0.2, -0.1, 0.3], [0.0, 0.0, 0.0], [0.0, 0.1, -0.1], [0.1, 0.0, -0.1], [0.0, 0.1, -0.1], [0.1, 0.1, 0.0], [0.0, 0.1, 0.0], [0.0, 0.2, 0.1], [0.0, 0.0, 0.0], [0.0, -0.1, 0.1], [-0.1, 0.2, 0.0], [0.0, 0.0, 0.0], [0.0, -0.1, -0.1], [0.0, -0.1, 0.0], [0.1, -0.1, -0.1], [0.0, -0.1, 0.0], [0.0, 0.0, 0.0], [0.0, -0.2, -0.1], [0.0, 0.0, 0.0], [0.0, 0.0, 0.0], [0.2, -0.1, 0.0], [0.0, 0.0, 0.0], [-0.1, 0.1, 0.0], [0.0, 0.1, 0.1], [-0.1, 0.1, 0.0], [-0.1, 0.0, 0.1], [0.0, 0.0, 0.0], [0.2, 0.0, 0.1], [0.0, 0.0, 0.0], [-0.1, -0.1, -0.1], [0.3, 0.0, 0.2], [0.0, 0.0, 0.0], [-0.1, 0.1, 0.0], [-0.1, 0.0, -0.1], [-0.1, 0.1, 0.0], [-0.1, 0.0, -0.1], [0.0, 0.0, 0.0], [0.1, 0.2, 0.1], [0.0, 0.0, 0.0], [-0.1, 0.0, 0.0], [0.0, 0.2, 0.1], [0.0, 0.0, 0.0], [-0.1, -0.1, -0.1], [-0.1, -0.1, 0.0], [0.0, -0.1, -0.1], [0.0, -0.1, 0.0], [0.0, 0.0, 0.0], [-0.2, -0.1, 0.0], [0.0, 0.0, 0.0], [0.0, 0.0, 0.0], [-0.1, 0.0, -0.2], [0.0, 0.0, 0.0], [0.1, 0.1, 0.0], [0.1, 0.0, 0.0], [0.1, 0.1, 0.1], [0.1, 0.0, 0.1], [0.0, 0.0, 0.0], [0.1, 0.3, 0.1], [-0.1, 0.0, 0.0], [0.1, -0.2, -0.1], [-0.1, 0.2, 0.1], [0.0, 0.0, 0.0], [0.0, -0.1, -0.1], [0.0, -0.2, 0.0], [0.0, -0.1, -0.1], [0.0, -0.1, 0.0], [0.0, 0.0, 0.0], [-0.2, 0.0, 0.1], [0.0, 0.0, 0.0], [0.0, 0.0, 0.0], [-0.1, -0.1, 0.1], [0.0, 0.0, 0.0], [0.1, 0.0, -0.1], [0.1, 0.0, 0.0], [0.0, 0.1, -0.1], [0.1, 0.1, 0.0], [0.0, 0.0, 0.0], [0.1, 0.0, -0.2], [0.0, 0.0, 0.0], [0.1, -0.1, -0.1], [0.0, -0.1, -0.2], [0.0, 0.0, 0.0], [0.0, -0.1, 0.1], [-0.1, 0.0, 0.1], [0.0, 0.0, 0.1], [-0.1, 0.1, 0.1], [0.0, 0.0, 0.0]], "lumo_ev": 0.485, "fmax_ev_per_a": 2.6, "e_homo_ev": -7.4, "gap_ev": 7.9, "de_lowest_kcal_mol": 0.0}